## w
# C8H24O4

4 unconnected molecules or ions with the total composition C8H24O4 (ωB97M-V/def2-TZVPD, the Open Molecules 2025 dataset).

```
36
Properties=species:S:1:pos:R:3:mulliken_charge:R:1
C 1.5397 4.4424 1.4440 -1.125
C 2.0077 3.0184 1.0470 0.261
O 3.4397 2.9484 0.8950 -0.532
H 2.1317 4.9014 2.2470 0.308
H 0.4747 4.4974 1.7310 0.292
H 1.6657 5.1494 0.6280 0.314
H 1.4097 2.5504 0.1920 0.127
H 1.7607 2.2174 1.8750 0.086
H 3.5377 2.1964 0.3040 0.288
C -2.4603 0.1054 0.9950 -1.854
C -1.1453 0.8544 0.8850 0.185
O -0.6993 0.7004 -0.5120 -0.541
H -2.6283 0.3904 1.9250 0.633
H -2.3083 -0.8926 0.9270 0.363
H -3.2253 0.4114 0.5080 0.528
H -0.5403 0.4514 1.5730 0.193
H -1.1553 2.0114 1.1050 0.186
H -0.0393 -0.0616 -0.5440 0.235
C -3.0733 -1.8096 -2.1870 -0.851
C -1.8713 -2.6536 -2.6960 -0.026
O -2.1353 -3.9466 -2.9280 -0.554
H -3.4813 -2.3486 -1.2570 0.221
H -3.9513 -1.5546 -2.9180 0.323
H -2.7523 -0.7916 -2.1390 0.268
H -0.8943 -2.4316 -2.1240 0.075
H -1.8423 -2.2936 -3.6820 0.228
H -1.4443 -4.5586 -3.3440 0.321
C 1.4897 -1.8836 1.4900 -0.852
C 2.2577 -1.5306 0.2250 -0.212
O 2.0857 -0.1976 -0.1790 -0.435
H 0.3427 -1.9106 1.2930 0.086
H 1.5437 -1.1976 2.3960 0.259
H 1.7737 -2.9096 1.7230 0.370
H 2.0137 -2.3796 -0.5740 0.223
H 3.3757 -1.6446 0.4520 0.348
H 2.7987 0.1514 -0.7750 0.258
```

Output
HOMO: -9.72 eV
Molecular weight: 184.3 g/mol
SMILES: CCO.CCO.CCO.CCO

## x
# C8H24O4

4 unconnected molecules or ions with the total composition C8H24O4 (ωB97M-V/def2-TZVPD, the Open Molecules 2025 dataset).

```
36
Properties=species:S:1:pos:R:3:mulliken_charge:R:1
C -4.6824 0.8394 -0.6347 -1.214
C -3.1727 0.6717 -0.5198 -0.036
O -2.9213 -0.5488 0.1717 -0.510
H -5.0377 1.6610 -1.2581 0.364
H -5.1474 0.9812 0.3380 0.294
H -4.9924 -0.0806 -1.1399 0.284
H -2.7530 1.4429 0.1425 0.267
H -2.7010 0.6998 -1.5068 0.244
H -1.9933 -0.5275 0.4770 0.507
C -1.0343 -3.9695 1.3841 -0.898
C -0.8723 -3.8225 2.8950 -0.239
O -0.0602 -2.6647 3.1638 -0.530
H -0.0315 -3.8546 0.9800 0.247
H -1.6848 -3.2359 0.8971 0.189
H -1.5745 -4.8930 1.1701 0.353
H -0.3168 -4.7017 3.2481 0.340
H -1.7909 -3.8460 3.4890 0.309
H 0.3264 -2.8202 4.0302 0.279
C 3.3862 3.7731 -1.6743 -1.108
C 3.7288 2.8514 -2.8344 -0.057
O 3.1434 3.3941 -3.9929 -0.519
H 3.7101 3.4046 -0.7034 0.335
H 2.3379 4.0720 -1.6462 0.296
H 3.8721 4.7410 -1.8452 0.333
H 3.3301 1.8514 -2.6041 0.177
H 4.8122 2.7057 -2.9226 0.261
H 3.2361 2.8081 -4.7476 0.295
C 1.3297 0.5789 -0.0596 -1.150
C 1.0392 -0.4847 0.9804 -0.117
O -0.3618 -0.5810 1.2131 -0.647
H 1.0765 1.5871 0.2635 0.295
H 0.8610 0.4397 -1.0341 0.322
H 2.4096 0.5361 -0.2299 0.329
H 1.5424 -0.1994 1.9146 0.248
H 1.4763 -1.4696 0.7866 0.306
H -0.4894 -1.3393 1.8090 0.150
```

Output
HOMO: -9.46 eV
Molecular weight: 184.3 g/mol
SMILES: CCO.CCO.CCO.CCO

## y
# C8H24O4

4 unconnected molecules or ions with the total composition C8H24O4 (ωB97M-V/def2-TZVPD, the Open Molecules 2025 dataset).

```
36
Properties=species:S:1:pos:R:3:mulliken_charge:R:1
C 0.0482 -3.2928 2.4894 -0.894
C 1.0861 -2.5706 3.2627 -0.275
O 0.4495 -1.7997 4.3087 -0.523
H 0.5125 -3.9160 1.7057 0.328
H -0.6328 -2.6556 1.9231 0.161
H -0.5636 -4.0313 3.0112 0.394
H 1.6490 -1.8425 2.6758 0.229
H 1.8829 -3.1920 3.6837 0.308
H 0.0891 -2.3690 4.9935 0.266
C 0.3877 -0.4388 -0.6116 -0.444
C -0.4906 -1.3630 -1.4386 -0.269
O -0.6174 -0.8816 -2.7640 -0.466
H 0.2702 -0.6886 0.4433 -0.247
H -0.0701 0.5504 -0.7204 0.204
H 1.4250 -0.3558 -0.9318 0.376
H -1.4389 -1.3315 -0.8867 0.178
H -0.1369 -2.3964 -1.4052 0.347
H -0.5908 -1.6434 -3.3480 0.304
C -1.7500 1.2250 1.9935 -0.941
C -0.5615 1.1888 2.9378 0.068
O -1.0214 0.5893 4.1864 -0.555
H -2.6850 1.2772 2.5425 0.364
H -1.7453 0.2894 1.4175 0.090
H -1.7274 1.9130 1.1441 0.313
H -0.1611 2.1608 3.2322 0.250
H 0.2225 0.5283 2.5614 0.057
H -0.3089 -0.0449 4.3832 0.385
C 0.8607 1.8354 -4.2168 -0.952
C 0.8121 3.1659 -4.9313 -0.245
O 0.4129 4.1793 -4.0173 -0.518
H -0.1503 1.6336 -3.8582 0.230
H 1.4639 1.8585 -3.3045 0.264
H 1.2355 0.9785 -4.7732 0.372
H 0.1015 3.1025 -5.7681 0.280
H 1.7623 3.4633 -5.4021 0.254
H -0.0196 4.8744 -4.5179 0.305
```

Output
HOMO: -9.60 eV
Molecular weight: 184.3 g/mol
SMILES: CCO.CCO.CCO.CCO

Q: Which of them is the least stable? A: w.

## w
# C4H3N3

C4H3N3 in the gas phase (ωB97M-V/def2-TZVPD, the Open Molecules 2025 dataset).

```
10
Properties=species:S:1:pos:R:3:mulliken_charge:R:1
N 2.2545 2.2646 0.5660 -0.349
C 1.2390 1.7730 0.3600 0.207
C 0.0856 0.5517 0.1679 0.208
C 0.4497 -0.7732 0.0118 -0.052
C -0.8936 -1.3899 0.0085 -0.359
N -1.8613 -0.5402 0.0471 -0.317
N -1.3978 0.7356 0.2109 -0.354
H -0.3093 0.9471 -0.8502 0.258
H 1.4843 -1.1725 -0.1900 0.345
H -1.0511 -2.3963 -0.3320 0.414
```

Output
HOMO: -10.59 eV
Molecular weight: 93.1 g/mol
SMILES: N#C[C@H]1C=CN=N1

## x
# C4H3N3

A molecular structure, C4H3N3 (ωB97M-V/def2-TZVPD, the Open Molecules 2025 dataset).

```
10
Properties=species:S:1:pos:R:3:mulliken_charge:R:1
N -1.0647 0.8544 2.7302 -0.489
C -0.8621 0.9434 1.5932 0.365
C -0.6620 1.0510 0.2424 0.466
N -0.3712 1.2422 -0.9431 -0.395
C 0.3127 0.2000 -1.5143 -0.667
C 0.5570 -0.8164 -0.6073 0.060
N 0.0937 -0.6343 0.5997 -0.349
H 0.6021 0.2152 -2.5502 0.365
H 1.0868 -1.7162 -0.8612 0.391
H 0.2937 -1.3245 1.3426 0.253
```

Output
HOMO: -8.75 eV
Molecular weight: 93.1 g/mol

## y
# C4H3N3

C4H3N3 in the gas phase (ωB97M-V/def2-TZVPD, the Open Molecules 2025 dataset).

```
10
Properties=species:S:1:pos:R:3:mulliken_charge:R:1
H -0.1945 0.9540 -2.1795 0.260
N 0.3139 0.5563 -1.3934 -0.572
C -0.4561 0.0240 -0.5325 0.575
C -1.9081 0.0155 -0.6897 0.150
N -3.0372 0.0832 -0.9352 -0.361
N 0.0970 -0.7601 0.5008 -0.407
C 0.7527 -0.1374 1.6939 -0.261
C 1.5220 -0.3859 0.7084 -0.146
H 0.4981 0.0618 2.7205 0.358
H 2.4120 -0.4113 0.1066 0.403
```

Output
HOMO: -9.32 eV
Molecular weight: 93.1 g/mol
SMILES: [H]/N=C(\C#N)N1C=C1

Q: Which of them is the least stable? A: w.

## w
# C3H6N3

A gas-phase ion, C3H6N3 (charge +1) (ωB97M-V/def2-TZVPD, the Open Molecules 2025 dataset).

```
12
Properties=species:S:1:pos:R:3:mulliken_charge:R:1
C 2.2387 0.2670 -0.1263 -0.055
C 0.8778 1.0314 0.0101 -0.031
C -1.3676 0.4138 -0.7435 -0.207
N 2.3668 -0.9297 0.0936 -0.428
N -0.2951 0.5918 -0.2067 0.020
N -2.2265 -0.5415 -0.0278 -0.394
H 3.1882 0.8353 -0.4272 0.345
H 1.0425 2.0167 0.5189 0.333
H 1.5267 -1.3856 0.3611 0.211
H -2.3481 -1.4711 -0.5186 0.387
H -3.2031 -0.0475 0.0921 0.425
H -1.8004 -0.7805 0.9744 0.393
```

Output
HOMO: -14.00 eV
Molecular weight: 84.1 g/mol
Total charge: +1

## x
# C3H6N3

2 unconnected molecules or ions with the total composition C3H6N3 (ωB97M-V/def2-TZVPD, the Open Molecules 2025 dataset).

```
12
Properties=species:S:1:pos:R:3:mulliken_charge:R:1
C -2.2101 0.5589 -0.4599 -0.732
C -1.4312 -0.4504 -0.2975 0.551
C 1.5218 -0.1069 0.0850 0.511
N 1.2876 0.7379 1.0242 -0.368
N -0.4833 -1.2076 -0.1624 -0.458
N 2.4151 -0.5413 -0.5632 -0.213
H -2.6742 1.0015 0.5122 0.270
H 1.7600 1.6348 1.0967 0.335
H 0.3448 1.0383 1.2067 0.281
H -0.5775 -2.2295 -0.2267 0.255
H 2.6772 -1.4403 -0.7792 0.300
H -2.6301 1.0045 -1.4358 0.268
```

Output
HOMO (alpha / beta): -13.96 / -13.95 eV
Molecular weight: 84.1 g/mol
Total charge: +1

## y
# C3H6N3

2 unconnected molecules or ions with the total composition C3H6N3 (ωB97M-V/def2-TZVPD, the Open Molecules 2025 dataset).

```
12
Properties=species:S:1:pos:R:3:mulliken_charge:R:1
C -1.9493 0.5474 2.0061 -0.328
C -0.5831 0.7008 -0.2489 -0.117
C 1.5077 -0.0499 -1.0769 0.076
N 2.8558 -2.0655 -1.0744 -0.702
N 2.3617 -0.9889 -1.2690 0.377
N 0.2453 -0.2509 -0.4686 -0.167
H -2.8747 0.9066 1.8308 0.368
H -1.3117 1.0971 2.6251 0.367
H -0.4104 1.5852 -0.8079 0.279
H 1.5356 0.9638 -1.5333 0.202
H 2.8916 -2.6717 -1.8472 0.299
H -0.0751 -1.1975 -0.0546 0.344
```

Output
HOMO (alpha / beta): -13.73 / -12.00 eV
Molecular weight: 84.1 g/mol
Total charge: +1

## z
# C3H6N3

A gas-phase ion, C3H6N3 (charge +1) (ωB97M-V/def2-TZVPD, the Open Molecules 2025 dataset).

```
12
Properties=species:S:1:pos:R:3:mulliken_charge:R:1
C -1.5516 0.9363 -0.0331 -0.250
C -1.3821 -1.2535 0.1159 0.367
C 1.7046 -0.3257 0.1004 -0.787
N -2.1202 -0.3142 0.0970 -0.255
N -0.2402 0.9953 -0.1621 0.142
N 0.3191 -0.1669 -0.1904 -0.253
H -2.1158 1.8490 -0.1142 0.407
H -1.1533 -2.3355 0.1497 0.375
H 1.8331 -0.9246 0.9796 0.296
H 2.3059 -0.7912 -0.8181 0.260
H 2.1047 0.5705 0.3367 0.417
H 0.2958 1.7605 -0.4613 0.281
```

Output
HOMO (alpha / beta): -14.01 / -14.01 eV
Molecular weight: 84.1 g/mol
Total charge: +1

Q: Which of them is the least stable? A: y.

## w
# C4H11NO

2 unconnected molecules or ions with the total composition C4H11NO (ωB97M-V/def2-TZVPD, the Open Molecules 2025 dataset).

```
17
Properties=species:S:1:pos:R:3:mulliken_charge:R:1
C 1.3327 1.0531 0.8041 -0.975
N 0.8962 -0.3138 0.5720 -0.036
C 1.9875 -1.2524 0.6766 -0.986
H 2.0025 1.3141 -0.0231 0.294
H 1.8610 1.1877 1.7605 0.302
H 0.4862 1.7356 0.7342 0.292
H 0.1622 -0.5579 1.2267 0.174
H 2.5200 -1.2007 1.6469 0.289
H 1.6125 -2.2595 0.5075 0.306
H 2.7487 -1.0421 -0.0814 0.291
O -1.6750 -1.4989 -0.4488 -0.763
C -1.8184 -0.5399 -1.2941 -0.292
C -2.5313 0.7582 -0.9984 -0.843
H -1.4188 -0.6668 -2.3282 0.293
H -3.1079 0.6692 -0.0716 0.253
H -1.8127 1.5986 -0.8903 0.095
H -3.2454 1.0156 -1.7926 0.306
```

Output
HOMO (alpha / beta): 1.00 / -2.62 eV
2S+1: 2
Expectation value of S²: 0.75
Molecular weight: 89.1 g/mol
Total charge: -1

## x
# C4H11NO

2 unconnected molecules or ions with the total composition C4H11NO (ωB97M-V/def2-TZVPD, the Open Molecules 2025 dataset).

```
17
Properties=species:S:1:pos:R:3:mulliken_charge:R:1
C -0.5308 1.6487 0.3956 -0.393
O -0.1145 1.8194 -0.9126 -0.924
C 0.3152 0.5275 1.0541 -0.326
C -0.2909 -0.9128 1.0325 -0.394
C 0.2341 -1.7749 -0.1225 -0.751
N 0.0729 -1.0558 -1.3768 -0.489
H -1.6050 1.3574 0.3910 0.162
H -0.4533 2.5856 0.9808 0.220
H 0.0776 0.0047 -1.3462 0.264
H 0.6423 0.7608 2.0711 0.515
H 1.2385 0.5156 0.2557 -0.594
H -1.3465 -0.7680 0.7657 0.225
H -0.2069 -1.2846 2.0570 0.334
H 1.3120 -1.9429 0.0190 0.280
H -0.2569 -2.7480 -0.1762 0.377
H 2.1005 0.4055 -0.3205 0.331
H -0.5705 -1.4882 -2.0073 0.164
```

Output
HOMO (alpha / beta): -2.60 / -2.58 eV
2S+1: 2
Expectation value of S²: 0.76
Molecular weight: 89.1 g/mol
Total charge: -1

Q: Which of them is the least stable? A: x.